A.
The molecule C3H3FOS, computed with ωB97M-V/def2-TZVPD.

For the lowest unoccupied orbital energy, the calculation gives 0.01 eV. As for the structure (SMILES): F/C=C\OC=S. The calculation puts the frontier orbital gap at 0.3425 Ha.

Atoms and positions in Å:
C  1.66479  -0.57475  -0.00558
C  0.34352  -0.47997  0.00417
C  -1.56966  0.91342  -0.00037
H  2.19357  -1.54096  -0.00563
H  -0.31722  -1.34288  0.01555
H  -1.82126  2.00248  0.01151
O  -0.24329  0.77665  -0.00511
F  2.46050  0.49188  -0.00730
S  -2.71095  -0.24587  -0.00724

B.
The molecule C3H3FOS, computed with ωB97M-V/def2-TZVPD.

For the lowest unoccupied orbital energy, the calculation gives 0.62 eV. As for the structure (SMILES): O=CS/C=C\F. The calculation puts the frontier orbital gap at 0.3710 Ha.

Atoms and positions in Å:
C  -1.41509  -0.01114  0.05687
C  -0.57258  0.98537  0.11794
C  1.68899  -0.59685  -0.09379
H  -2.39909  0.05456  0.48180
H  -0.79865  1.88663  0.65896
H  0.84327  -1.33133  -0.13163
O  2.83946  -0.81341  0.03824
F  -1.25565  -1.21406  -0.58344
S  1.06933  1.04022  -0.54495

C.
The molecule C3H3FOS, computed with ωB97M-V/def2-TZVPD.

For the lowest unoccupied orbital energy, the calculation gives -1.17 eV. As for the structure (SMILES): C=C(F)C(O)=S. The calculation puts the frontier orbital gap at 0.2771 Ha.

Atoms and positions in Å:
C  -0.70924  -0.66098  0.10667
C  0.52730  0.06193  0.11605
C  0.42936  1.47013  -0.04154
H  0.24597  -2.40684  -0.14043
H  -0.47774  2.02718  0.08532
H  1.29081  2.18622  0.23858
O  -0.75315  -1.93074  0.07896
F  1.67549  -0.78226  -0.27440
S  -2.22878  0.03535  -0.16920

D.
The molecule C3H3FOS, computed with ωB97M-V/def2-TZVPD.

For the lowest unoccupied orbital energy, the calculation gives -0.78 eV. As for the structure (SMILES): O=C[C@@H](F)C=S. The calculation puts the frontier orbital gap at 0.3118 Ha.

Atoms and positions in Å:
C  -0.73782  -0.01770  0.13535
C  0.67032  -0.40242  0.24535
C  -0.91569  1.41197  0.67481
H  -1.34448  -0.63665  0.79968
H  1.12613  0.03166  1.15070
H  -1.37252  2.06824  -0.12502
O  -0.70187  1.72394  1.82838
F  -1.25816  -0.05915  -1.17737
S  1.52678  -1.29210  -0.76182

Energies relative to the most stable structure are A 26.6; B 0.0; C 165.9; D 17.7, reported in kJ/mol.

A.
A cluster of 2 separate species, C3HNO3S in total, computed with ωB97M-V/def2-TZVPD.

For the lowest unoccupied orbital energy (spin up / spin down), the calculation gives 6.46 / 6.47 eV. As for the total charge: -2. The calculation puts the frontier orbital gap (spin up / spin down) at 0.1626 / 0.1816 Ha.

Atoms and positions in Å:
C  2.28545  -1.30983  -0.15566
C  1.42810  0.83648  -0.15647
C  -1.46852  0.97519  0.00566
N  -2.32036  0.33280  0.73135
O  1.42397  -1.15770  -0.98414
O  3.00078  -2.19378  0.38821
O  -1.40344  1.60060  -1.04466
S  0.24675  0.82055  0.91642
H  -3.19273  0.09570  0.29928

B.
The ion C3HNO3S with charge -2, computed with ωB97M-V/def2-TZVPD.

For the lowest unoccupied orbital energy, the calculation gives 6.51 eV. As for the structure (SMILES): [H]/N=C(\[O-])SC([O-])=C=O. As for the total charge: -2. The calculation puts the frontier orbital gap at 0.1666 Ha.

Atoms and positions in Å:
C  0.74255  -1.23194  -0.08209
C  1.66320  -0.31513  0.19505
C  -0.96413  0.99386  -0.17348
N  -1.47802  0.16350  0.66057
O  0.22793  -2.02931  -0.84917
O  2.81490  -0.46627  0.69713
O  -1.38627  1.58921  -1.16652
S  0.80977  1.38756  0.35184
H  -2.42992  -0.09149  0.36667

Energies relative to the most stable structure are A 221.1; B 0.0, reported in kJ/mol.

A.
A cluster of 2 separate species, C5H10O3 in total, computed with ωB97M-V/def2-TZVPD.

For the lowest unoccupied orbital energy, the calculation gives 0.63 eV. As for the structure (SMILES): C=COC.COC=O. The calculation puts the frontier orbital gap at 0.3581 Ha.

Atoms and positions in Å:
C  0.50228  2.51752  -0.55361
C  1.83880  0.58167  -0.74796
O  0.92813  1.38237  -1.31005
O  2.19093  -0.44393  -1.25430
H  2.27130  0.98533  0.18573
H  -0.30965  2.97184  -1.11799
H  0.15054  2.20846  0.43297
H  1.32044  3.23600  -0.45143
C  0.34791  -1.73125  0.92680
C  -1.19593  -0.78910  -0.04725
C  -2.37779  -1.22784  0.37778
O  0.03555  -0.38638  0.89509
H  -1.05253  -0.08915  -0.85628
H  -0.11038  -2.26892  1.76667
H  -0.21745  -2.15104  -0.01798
H  1.41975  -1.92184  0.78756
H  -2.48039  -2.02235  1.09861
H  -3.26151  -0.85139  -0.11436

B.
A cluster of 3 separate species, C5H10O3 in total, computed with ωB97M-V/def2-TZVPD.

For the lowest unoccupied orbital energy, the calculation gives 0.58 eV. The calculation puts the frontier orbital gap at 0.3677 Ha.

Atoms and positions in Å:
C  1.89347  -1.68767  1.03580
C  -0.84258  -2.16895  -0.19688
O  0.58794  -1.15295  1.09449
O  -0.25336  -2.50899  -1.10918
H  0.00489  -1.65712  1.73417
H  2.45887  -1.40292  1.92898
H  1.89521  -2.78142  0.94538
H  2.36741  -1.25910  0.15382
C  -1.92484  1.12153  -0.04394
C  0.37426  1.48763  -1.04768
C  -0.94089  2.09719  -0.63544
O  -1.18187  3.27103  -0.77471
H  -1.84396  0.13918  -0.49621
H  -1.71361  1.01474  1.01985
H  1.13023  2.25901  -1.17817
H  0.23362  0.96853  -1.99702
H  0.69402  0.75463  -0.31101
H  -2.93880  1.50565  -0.12225

C.
A structure of composition C5H10O3, computed with ωB97M-V/def2-TZVPD.

For the lowest unoccupied orbital energy, the calculation gives -0.55 eV. The calculation puts the frontier orbital gap at 0.3199 Ha.

Atoms and positions in Å:
C  1.09814  0.66407  0.27028
C  0.21836  1.24050  1.36363
C  0.78965  1.14954  -1.35797
O  -0.33508  1.73612  -1.49354
O  1.59434  0.77945  -2.16630
H  -1.21243  1.08756  -0.87124
H  1.42091  -0.36538  0.41626
H  2.04517  1.21308  0.26154
H  -0.11949  2.24550  1.10944
H  -0.66878  0.64504  1.57113
H  0.77516  1.31789  2.29884
C  -0.66135  -2.14309  0.22361
C  -0.90683  -1.02447  -0.72202
O  -1.71631  -0.09210  -0.48487
H  -0.51841  -1.13469  -1.73682
H  0.34616  -2.52603  0.07498
H  -1.34631  -2.95946  -0.01371
H  -0.80290  -1.83352  1.25677

Energies relative to the most stable structure are A 305.0; B 0.0; C 51.7, reported in kJ/mol.

A.
A cluster of 2 separate species, C6H11O2 in total, computed with ωB97M-V/def2-TZVPD.

For the lowest unoccupied orbital energy, the calculation gives 2.89 eV. As for the total charge: -1. The calculation puts the frontier orbital gap at 0.1829 Ha.

Atoms and positions in Å:
O  -3.28478  -0.29051  0.97679
C  -2.98954  0.24707  -0.11298
O  -3.70638  0.29699  -1.12353
C  -1.47555  0.76760  -0.23613
C  -0.55857  -0.02694  0.61093
C  -0.48156  -1.46946  0.30010
C  2.38196  0.45880  0.49532
C  2.30208  0.47334  -1.09174
H  -1.37757  1.84727  -0.11211
H  -1.26199  0.57521  -1.30658
H  -0.29765  0.41476  1.56707
H  -0.68915  -1.91453  -0.66900
H  0.21571  -2.01588  0.93017
H  -1.44120  -1.14379  0.99305
H  2.78525  -0.48929  0.89797
H  3.05505  1.27109  0.71650
H  3.02302  1.23653  -1.42954
H  2.52183  -0.50462  -1.52185
H  1.27904  0.26637  0.11557

B.
A cluster of 2 separate species, C6H11O2 in total, computed with ωB97M-V/def2-TZVPD.

For the lowest unoccupied orbital energy, the calculation gives 4.01 eV. As for the total charge: -1. The calculation puts the frontier orbital gap at 0.2973 Ha.

Atoms and positions in Å:
O  1.72296  0.20957  0.29352
C  1.95589  -0.98694  -0.01052
O  1.13043  -1.92474  -0.09817
C  3.42166  -1.35388  -0.30770
H  3.68150  -2.31308  0.13507
H  3.60725  -1.38391  -1.38428
H  4.10182  -0.58242  0.06426
C  -1.61384  -0.77077  -0.62806
C  -1.28085  0.70778  -0.52893
C  -2.11890  1.44168  0.46867
C  -1.68391  2.20095  1.46605
H  -2.65627  -0.96654  -0.92132
H  -0.97861  -1.23670  -1.37611
H  -1.46425  -1.27791  0.32102
H  -1.39038  1.20876  -1.50010
H  -0.21867  0.75383  -0.24353
H  -3.19922  1.28355  0.42775
H  -2.38168  2.55942  2.21578
H  -0.63493  2.43137  1.60660

Energies relative to the most stable structure are A 714.9; B 0.0, reported in kJ/mol.

A.
The molecule C4H5F3, computed with ωB97M-V/def2-TZVPD.

For the lowest unoccupied orbital energy, the calculation gives 0.92 eV. As for the structure (SMILES): C[C@@]1(F)CC1(F)F. The calculation puts the frontier orbital gap at 0.3766 Ha.

Atoms and positions in Å:
C  -1.01346  0.23471  -1.18548
C  -0.57852  0.72017  0.14738
C  -1.95253  -0.12401  -0.07601
C  0.45479  0.02329  0.96438
F  -0.81645  1.99144  0.49986
F  -3.14017  0.44448  0.06482
F  -2.02048  -1.37415  0.36510
H  -1.31690  0.96632  -1.97779
H  -0.51318  -0.80565  -1.52563
H  0.96544  -0.60827  0.17689
H  0.19200  -0.47344  1.90082
H  1.25898  0.77997  1.23014

B.
A cluster of 2 separate species, C4H5F3 in total, computed with ωB97M-V/def2-TZVPD.

For the lowest unoccupied orbital energy (spin up / spin down), the calculation gives 0.60 / 0.61 eV. The calculation puts the frontier orbital gap (spin up / spin down) at 0.3565 / 0.3565 Ha.

Atoms and positions in Å:
C  0.36938  0.37691  1.27877
C  -0.09152  1.47480  1.80272
C  0.33398  -1.14057  -1.55506
C  -0.63139  -0.34713  -0.69000
F  0.38624  2.09945  2.91036
F  -0.90630  0.84189  -1.24927
F  -1.66213  -0.86115  -0.10195
H  0.95078  -0.46147  1.61061
H  -0.72367  2.00868  1.23695
H  1.03053  -1.76473  -0.85772
H  -0.11623  -1.65455  -2.29522
H  1.06032  -0.57213  -2.09019

Energies relative to the most stable structure are A 0.0; B 229.1, reported in kJ/mol.

A.
A cluster of 3 separate species, C4H13NO2 in total, computed with ωB97M-V/def2-TZVPD.

For the lowest unoccupied orbital energy, the calculation gives 0.82 eV. As for the structure (SMILES): C1CCNC1.O.O. The calculation puts the frontier orbital gap at 0.3627 Ha.

Atoms and positions in Å:
N  0.64639  0.03587  1.29362
C  -0.86004  -0.17760  1.82238
C  -1.46518  1.25290  1.53011
C  -0.28169  2.25786  1.47008
C  0.82226  1.39499  1.00430
H  1.19740  -0.46522  2.00088
H  -1.27046  -1.03755  1.32639
H  -0.83722  -0.24949  2.96550
H  -2.22871  1.27613  0.82448
H  -1.98692  1.56565  2.56878
H  -0.50084  3.20235  0.90731
H  -0.04117  2.68454  2.51809
H  1.09430  1.45063  -0.14611
H  1.70010  1.89522  1.45951
H  1.04400  -0.84982  -0.01286
H  1.03723  -1.11949  -1.67624
O  1.62017  -0.89024  -0.89587
H  -0.70139  -2.08021  -5.20411
H  -0.59778  -3.65800  -5.57585
O  -0.58584  -3.01410  -4.85067

B.
A cluster of 2 separate species, C4H13NO2 in total, computed with ωB97M-V/def2-TZVPD.

For the lowest unoccupied orbital energy, the calculation gives 0.81 eV. As for the structure (SMILES): CN[C@@H](C)CO.O. The calculation puts the frontier orbital gap at 0.3695 Ha.

Atoms and positions in Å:
C  -0.17006  -1.61422  -0.27100
N  0.78766  -0.51382  -0.25690
C  -0.70545  0.87243  -1.69857
C  0.18315  0.85143  -0.45540
C  -0.41832  1.22300  0.86893
O  -1.11871  2.48294  0.57887
H  0.34092  -2.49588  0.15189
H  -1.00404  -1.47850  0.42680
H  -0.54075  -1.94596  -1.25669
H  1.53088  -0.64659  -0.93038
H  -1.21242  1.83525  -1.74550
H  -0.23427  0.54699  -2.61987
H  -1.59573  0.22671  -1.54257
H  0.95840  1.55899  -0.78254
H  0.39524  1.50289  1.52725
H  -1.06156  0.44066  1.27203
H  -1.90510  2.57037  1.13702
H  1.84895  -1.38530  1.19076
H  1.85722  -2.47748  2.28877
O  2.06401  -1.55391  2.11709

Energies relative to the most stable structure are A 99.0; B 0.0, reported in kJ/mol.